DFT (wB97M-V/def2-TZVPD) results for an isolated molecule of C20H30O2.

The geometry in ORCA input format:
```
! RIJCOSX wB97M-V def2-TZVPD def2/J DEFGRID3
* xyz 0 1
H -4.14307 -1.72323 -2.12998
H 5.81362 1.47358 0.89333
C 3.44601 0.13359 1.31210
H 4.01031 -1.82222 0.53617
H 1.23105 -2.55223 -0.52450
C -3.01616 0.66179 -2.17200
H -2.05436 -1.77883 1.10959
C 5.63944 -0.56762 0.25446
O -4.80828 -0.42969 1.39591
H -0.37363 -0.68139 1.31437
H -1.60780 -0.89896 -2.42443
H 2.77906 1.31738 -0.39511
H -0.76577 -3.78301 -0.82156
H 6.20528 -1.36659 -0.21008
C -3.30748 -1.68901 -1.44227
C 0.34662 -2.24707 0.02229
H -1.78142 -0.37524 -0.75274
H 7.14143 2.22681 -1.06160
H 7.17018 0.57898 -1.69607
O -2.75965 0.26786 1.91611
C -2.09696 -2.69453 0.51771
C 4.41199 -0.82668 0.67815
H 1.20450 -1.34857 1.73745
H -3.96755 -3.38037 -0.43529
C -3.85369 0.50397 1.47517
C 0.56767 -1.04983 0.90190
H -2.66899 3.02705 1.58124
H -3.67799 3.75777 0.32383
H -2.29773 -3.52584 1.20063
H -5.01923 2.23803 1.72713
C 1.22004 0.04373 0.10880
H -3.52858 2.67185 -2.12291
H -3.59485 0.50993 -3.07599
C -2.33271 -0.57196 -1.66786
C 6.36773 0.73918 0.30912
H -1.55081 3.09465 -0.64808
C -2.97655 1.87381 -1.63917
H -4.47399 -1.29175 1.69133
H -4.94415 1.63582 0.07253
C -3.20977 -2.60927 -0.49418
C -4.34839 1.83106 0.96576
H 2.96032 -0.35501 2.15824
H -1.68530 1.47379 0.02777
H 7.33741 0.58552 0.79191
C -2.25534 2.29638 -0.39735
H 3.96301 1.01949 1.68166
C 2.43241 0.54720 0.28236
C -0.77116 -2.93708 -0.14461
C 6.59643 1.28616 -1.10074
H 0.61016 0.42987 -0.69910
C -3.22708 2.82392 0.66600
H 5.64380 1.45681 -1.59738
*
```

Summary:
LUMO level in eV: 0.839
Orbital gap in eV: 9.70
SMILES: CC/C=C\C/C=C\C/C=C\C/C=C\C/C=C\CCCC(=O)O
Molecular weight in g/mol: 302.46
F_max in hartree/bohr: 0.01142

***

DFT (wB97M-V/def2-TZVPD) results for C21H17AuCl2NO2Se as an isolated structure.

The geometry in ORCA input format:
```
! RIJCOSX wB97M-V def2-TZVPD def2/J DEFGRID3
* xyz -1 3
H -1.66789 -0.82457 -0.01891
H -4.44236 0.56891 -1.40819
C -3.60273 2.20470 -2.51556
H -0.41253 2.02769 5.72887
H 0.15084 0.58231 7.66491
C 1.81823 -3.96097 -3.60341
Cl 2.45964 -5.35990 -4.44151
C 1.79264 -1.08031 5.20642
H -3.39426 -0.58269 0.34314
H 1.57309 -1.41979 7.30712
N -0.23717 1.69387 -0.25156
C -2.46738 0.99497 -0.75375
O 0.20365 -0.72354 -1.63168
C 0.52393 0.34445 6.67653
C -2.49244 3.02456 -2.71749
H 2.40469 -1.96185 5.05775
Au 0.93391 0.52269 0.84370
C 0.68499 0.84918 4.32311
C -0.07914 -2.72875 -2.83513
H 3.72450 -3.11758 -3.18705
C 0.73006 -1.68348 -2.23345
H -0.28928 4.43396 -2.96208
C 1.48533 -0.27315 4.10980
H 0.71819 3.06119 -2.45988
C 0.20981 1.15109 5.59089
H 4.18142 -1.24525 -2.21933
O 2.98481 0.15115 -1.43165
C -1.32868 1.84279 -0.95978
C -3.57834 1.20822 -1.54507
C 0.42927 -3.81438 -3.48512
C 2.65039 -3.01192 -3.08052
H -0.23530 -4.55766 -3.90474
H -2.14327 0.29348 1.25228
H 0.16639 4.21367 -1.26175
H -4.48752 2.33863 -3.12492
C 3.14490 -0.92477 -1.96924
Cl -1.80938 -2.56076 -2.69768
C 2.14731 -1.88448 -2.41317
C 1.32023 -0.77430 6.47402
Se 2.21235 -0.76036 2.40824
C -2.42437 -0.09167 0.26992
C -0.12418 3.69583 -2.17771
H -2.51659 3.78968 -3.48476
H 0.43473 1.48252 3.48166
C -1.35250 2.86658 -1.96328
*
```

Summary:
LUMO level (spin up / spin down) in eV: 2.776 / 1.059
Orbital gap (spin up / spin down) in eV: 7.15 / 5.42
Molecular weight in g/mol: 662.21
F_max in hartree/bohr: 0.00725
<S²>: 2.062

***

DFT (wB97M-V/def2-TZVPD) results for C6H6BiO5 as an isolated structure.

The geometry in ORCA input format:
```
! RIJCOSX wB97M-V def2-TZVPD def2/J DEFGRID3
* xyz 3 1
C -0.59323 -0.07768 1.45303
C 0.28767 1.88122 -1.32247
H 1.07867 0.82332 1.04783
Bi 0.28707 0.07042 -1.34557
C -0.38033 -0.27768 2.94973
H 0.18147 -1.21818 3.13123
C 0.28667 -1.74028 -1.36877
O 0.28777 3.02942 -1.30777
O -2.43133 0.07232 -4.59757
H -1.36223 -0.33868 3.46583
O 0.64747 -0.03568 0.79753
O 3.20157 0.07502 -1.86187
H -1.16783 0.85832 1.27333
H 0.19377 0.57432 3.37133
C -1.68993 0.06082 -3.71637
O 0.28667 -2.88848 -1.38367
H -1.18143 -0.94198 1.07513
C 2.06757 0.07342 -1.66097
*
```

Summary:
LUMO level (spin up / spin down) in eV: -17.003 / -17.276
Orbital gap (spin up / spin down) in eV: 5.99 / 5.94
Molecular weight in g/mol: 367.09
F_max in hartree/bohr: 0.35356